Model P:
# C21H74F3O19

A cluster of 18 separate species, C21H74F3O19 in total (the ωB97M-V functional and the def2-TZVPD basis, the OMol25 dataset).

Output
**Net charge**: -1
**Orbital gap**: 8.81 eV
**Highest occupied orbital energy**: -6.72 eV
**LUMO energy**: 2.10 eV

XYZ file:
```
117
Properties=species:S:1:pos:R:3:lowdin_charge:R:1
C -9.58650 -2.96759 -22.18492 -0.05
C -10.82327 -2.70564 -22.94986 -0.25
O -10.49791 -1.90083 -24.02807 -0.10
C -11.52504 -1.37205 -24.85082 -0.36
O -12.22421 -0.40849 -24.13908 -0.20
C -10.94517 -0.86460 -26.16155 -0.50
F -10.62499 -1.84372 -27.04029 0.14
F -11.88279 -0.12977 -26.79134 0.14
F -9.90723 -0.02754 -26.00130 0.12
H -8.88447 -3.64001 -22.71621 0.07
H -9.68751 -3.36556 -21.20821 0.05
H -9.01051 -2.05145 -22.01341 0.07
H -11.58386 -2.27541 -22.26559 0.12
H -11.19126 -3.70915 -23.29424 0.10
H -12.23462 -2.11433 -25.01801 0.13
C -6.73118 -3.38910 -18.70177 -0.11
O -7.80798 -2.70630 -19.34096 -0.11
H -6.85433 -3.48022 -17.62616 0.09
H -5.76671 -2.90816 -18.84397 0.08
H -6.64509 -4.35708 -19.13032 0.05
H -7.76674 -1.79840 -19.15974 0.05
C -13.25472 1.72850 -21.72182 -0.16
O -12.62867 0.52905 -21.78262 -0.16
H -13.45582 2.10376 -20.71372 0.10
H -14.13651 1.84897 -22.26605 0.05
H -12.56105 2.32971 -22.25900 0.07
H -12.29812 0.30362 -22.68824 0.05
C -7.45821 0.17531 -21.55150 -0.17
O -7.25195 1.23704 -20.64872 -0.10
H -6.76396 0.19266 -22.38022 0.09
H -8.40878 0.25236 -22.04102 0.04
H -7.66474 -0.77413 -20.97230 0.08
H -7.93144 1.24650 -19.99817 0.03
C -15.41566 -0.03801 -25.13074 -0.20
O -15.10612 -0.05777 -23.80495 -0.11
H -16.49789 -0.25593 -25.33551 0.10
H -14.90536 -0.75083 -25.63907 0.03
H -15.11489 0.92058 -25.54879 0.08
H -14.14426 -0.15891 -23.76642 0.03
C -7.85353 -2.16504 -25.32357 -0.18
O -7.87914 -1.12386 -24.40490 -0.12
H -6.85993 -2.54161 -25.55185 0.09
H -8.12509 -1.84314 -26.33868 0.07
H -8.46399 -3.01171 -25.08356 0.06
H -8.82299 -0.95290 -24.23778 0.05
C -8.59681 -5.98064 -24.23775 -0.17
O -7.33826 -5.48161 -23.94670 -0.14
H -9.02324 -6.67885 -23.56979 0.07
H -8.57386 -6.47426 -25.20056 0.07
H -9.13451 -5.01091 -24.39932 0.08
H -6.57115 -6.06515 -23.76697 0.11
C -11.18286 -5.26858 -26.55655 -0.13
O -11.81217 -4.74826 -25.41704 -0.10
H -10.71423 -4.46004 -27.10055 0.08
H -11.86590 -5.75420 -27.20060 0.07
H -10.42134 -6.05539 -26.32256 0.07
H -11.48033 -3.91392 -25.18249 0.00
C -8.53671 1.75601 -27.53225 -0.17
O -7.79677 2.83826 -27.03513 -0.10
H -8.32867 1.38132 -28.56080 0.09
H -9.57885 1.81388 -27.52958 0.04
H -8.19017 0.92048 -26.90301 0.07
H -6.85648 2.68404 -27.02196 0.08
C -10.47116 0.15620 -19.72050 -0.17
O -9.99820 1.32130 -20.31331 -0.15
H -10.20984 -0.58101 -20.44738 0.06
H -11.51690 0.12348 -19.33933 0.09
H -9.84062 -0.04506 -18.79629 0.10
H -10.22969 1.41972 -21.27748 0.07
C -8.27635 -6.28657 -20.77401 -0.20
O -8.13062 -6.41320 -19.42351 -0.07
H -9.30577 -6.02596 -21.07785 0.07
H -7.88165 -7.13071 -21.38093 0.09
H -7.77342 -5.48372 -21.25093 0.03
H -7.21723 -6.52819 -19.21743 0.07
C -9.28966 2.05941 -23.90158 -0.11
O -10.32224 1.36579 -23.17295 -0.13
H -9.68190 2.84174 -24.68423 0.11
H -8.77136 1.31217 -24.48963 0.05
H -8.51611 2.53159 -23.30906 0.08
H -10.63300 0.81343 -23.88609 0.02
C -12.20756 -5.25992 -21.62224 -0.17
O -12.73187 -6.17245 -22.55270 -0.11
H -11.10232 -5.34950 -21.69014 0.06
H -12.63232 -5.41613 -20.55502 0.12
H -12.44589 -4.21024 -21.84790 0.04
H -12.93853 -5.70637 -23.34519 0.00
C -14.34086 -1.90081 -21.17017 -0.13
O -13.15736 -1.58178 -20.42638 -0.16
H -14.72281 -2.84770 -20.74103 0.09
H -14.03638 -2.10409 -22.18053 0.03
H -15.05215 -1.05306 -21.09762 0.09
H -12.70637 -0.92246 -20.92001 -0.02
C -11.28015 -3.40283 -18.84475 -0.17
O -10.08181 -4.03122 -18.46648 -0.13
H -12.11039 -3.97502 -18.44335 0.08
H -11.30585 -3.48377 -19.98350 0.06
H -11.41054 -2.37677 -18.54551 0.06
H -9.29914 -3.60668 -18.83982 0.02
C -6.11017 -3.07783 -22.23683 -0.15
O -5.02045 -2.29694 -21.73363 -0.10
H -5.78035 -3.90100 -22.85018 0.06
H -6.87469 -2.49738 -22.80173 0.07
H -6.57387 -3.60421 -21.44175 0.03
H -5.42796 -1.56041 -21.31454 0.03
C -12.03748 2.64484 -26.16405 -0.19
O -12.53973 2.01948 -25.06276 -0.13
H -11.09188 2.26101 -26.23901 0.00
H -12.08701 3.70584 -25.91308 0.10
H -12.69238 2.34299 -27.03649 0.10
H -12.44162 1.07222 -25.21898 0.02
C -14.59849 -4.11448 -23.88856 -0.17
O -15.90310 -4.61195 -24.05461 -0.10
H -13.92946 -4.81342 -24.41921 0.07
H -14.39587 -4.03978 -22.82045 0.06
H -14.53132 -3.06942 -24.32512 0.10
H -16.43280 -3.83965 -23.81341 0.08
```

***

Model Q:
# C21H74F3O19

A cluster of 18 separate species, C21H74F3O19 in total (the ωB97M-V functional and the def2-TZVPD basis, the OMol25 dataset).

Output
**Net charge**: -1
**Orbital gap**: 7.70 eV
**Highest occupied orbital energy**: -6.41 eV
**LUMO energy**: 1.28 eV

XYZ file:
```
117
Properties=species:S:1:pos:R:3:lowdin_charge:R:1
C -0.52540 -1.79351 0.18182 -0.05
C 0.24221 -1.23213 -0.95883 -0.27
O 1.16430 -0.29717 -0.47593 -0.11
C 1.69604 0.59153 -1.39375 -0.37
O 0.95133 1.75267 -1.28217 -0.19
C 3.20183 0.76115 -1.07307 -0.48
F 3.74067 -0.44631 -1.13662 0.15
F 3.83260 1.51600 -2.04057 0.10
F 3.49246 1.30421 0.15320 0.13
H -1.40439 -2.39190 -0.18394 0.08
H -0.88763 -1.02421 0.92242 0.08
H 0.20755 -2.40694 0.70421 0.06
H -0.37037 -0.77823 -1.63959 0.05
H 0.83058 -1.97863 -1.56699 0.14
H 1.54164 0.24518 -2.37967 0.14
C -1.98442 -3.00496 3.16633 -0.15
O -2.77115 -2.20341 2.35721 -0.07
H -2.30459 -3.98411 3.31903 0.06
H -1.99448 -2.61060 4.21135 0.10
H -0.97458 -3.04088 2.92201 0.06
H -3.06977 -2.74809 1.67195 0.01
C -2.77651 0.69915 3.61559 -0.14
O -3.56604 -0.22308 4.35853 -0.10
H -2.09144 1.23562 4.27508 0.10
H -3.26017 1.35821 3.00354 0.04
H -2.20627 0.13761 2.86178 0.06
H -3.71738 -0.95448 3.76838 0.04
C 2.14572 2.63063 -4.68620 -0.15
O 0.96431 1.89084 -4.84482 -0.12
H 2.68539 2.44694 -5.56762 0.06
H 2.85856 2.35880 -3.88956 0.06
H 2.08506 3.73636 -4.62827 0.10
H 0.30584 2.31595 -4.25856 0.07
C -0.24155 -5.46927 0.11268 -0.14
O -0.94773 -5.31999 1.34392 -0.15
H 0.50310 -4.59944 0.05575 0.09
H -0.92692 -5.55421 -0.75966 0.06
H 0.33204 -6.40804 0.09435 0.08
H -1.48236 -4.49888 1.23282 0.03
C -4.41587 -1.39423 -1.28337 -0.10
O -4.71615 0.02691 -1.48204 -0.11
H -5.30503 -1.84778 -0.83133 0.08
H -3.58689 -1.40763 -0.58298 0.06
H -4.22482 -2.02880 -2.13954 0.07
H -5.61337 0.05360 -1.78619 0.07
C 0.15147 -1.17396 -5.24385 -0.19
O 0.84893 -0.42724 -6.18945 -0.09
H -0.33461 -2.11813 -5.70191 0.10
H -0.68729 -0.50546 -4.80417 0.08
H 0.70003 -1.37827 -4.27369 0.08
H 1.12178 0.31684 -5.76362 -0.03
C 2.67851 -2.04758 1.94337 -0.12
O 2.32402 -0.66796 1.88863 -0.15
H 2.75190 -2.48587 0.89006 0.10
H 1.89198 -2.50009 2.49894 0.05
H 3.63837 -2.15389 2.48266 0.09
H 1.73009 -0.52642 1.17511 0.00
C 0.11922 -0.45193 4.03128 -0.20
O -0.68799 -0.70509 5.10623 -0.09
H 1.03882 -0.89703 4.29776 0.07
H 0.26247 0.53867 3.99269 0.03
H -0.23300 -0.70819 3.05847 0.06
H -1.48206 -1.07922 4.73107 0.01
C 0.94526 2.21806 1.93609 -0.15
O 0.59677 3.06846 0.86960 -0.12
H 0.57819 1.20573 1.81089 0.04
H 0.62501 2.63345 2.91918 0.10
H 2.03250 2.13519 1.83940 0.05
H 0.74201 2.61591 0.06273 -0.03
C 3.71275 4.51007 -1.28023 -0.13
O 2.76685 5.39460 -0.62209 -0.11
H 4.05771 3.73682 -0.57549 0.04
H 4.62745 5.14540 -1.52644 0.09
H 3.41244 4.01198 -2.20803 0.05
H 1.88601 5.11289 -0.72397 -0.01
C 4.91467 3.65813 1.93946 -0.21
O 5.25412 3.79685 3.26300 -0.09
H 5.11575 4.53701 1.36032 0.07
H 3.88765 3.24393 1.78861 0.07
H 5.34325 2.81225 1.42264 0.06
H 4.78836 3.10781 3.72008 0.02
C -1.95517 1.32445 -0.04257 -0.13
O -3.22784 1.60966 0.51873 -0.07
H -1.87743 0.38142 -0.67423 0.08
H -1.35968 1.08840 0.84642 0.07
H -1.52034 2.11584 -0.62838 0.06
H -3.76173 1.07970 0.00544 -0.01
C -3.83343 -5.15304 0.91458 -0.18
O -3.60853 -3.97929 0.26506 -0.15
H -3.26101 -5.90901 0.42914 0.07
H -4.89215 -5.41361 0.85372 0.09
H -3.44199 -5.10915 1.92572 0.08
H -3.39545 -4.18164 -0.69565 0.08
C -1.55316 -3.28122 -2.96450 -0.16
O -2.33280 -4.08591 -2.16301 -0.15
H -0.47048 -3.51534 -2.71642 0.10
H -1.68183 -2.19089 -2.83061 0.08
H -1.75476 -3.54745 -3.98971 0.08
H -2.37731 -4.93919 -2.60924 0.10
C 3.22612 1.33254 4.55506 -0.13
O 4.23459 1.23272 3.56660 -0.12
H 2.63224 0.43844 4.62748 0.05
H 2.50784 2.21061 4.32979 0.11
H 3.73465 1.48443 5.51356 0.09
H 3.87333 0.78128 2.83823 0.03
C -2.00251 1.26392 -3.14871 -0.20
O -1.01604 2.15864 -2.97614 -0.12
H -2.87134 1.39844 -2.59114 0.05
H -1.69187 0.28958 -2.83617 0.05
H -2.20086 1.29966 -4.18098 0.08
H -0.47686 1.86397 -2.22861 0.02
C -0.56760 4.99432 -1.17236 -0.18
O 0.43898 4.46550 -1.98651 -0.11
H -1.29238 5.67777 -1.65260 0.08
H -0.11818 5.55750 -0.39803 0.05
H -1.18368 4.33272 -0.51568 0.09
H 0.54333 3.53606 -1.76424 0.02
```

***

If you had to bet on the most stable structure above, which would it be? Bet on model Q.